Entry from the Open Molecules 2025 dataset: C6H7NO2 as an isolated structure at a distorted geometry (ωB97M-V/def2-TZVPD).

Geometry as XYZ:
```
16
Properties=species:S:1:pos:R:3:forces:R:3:mulliken_charge:R:1
O -0.785890 2.222158 1.116993 -0.1 -0.2 0.3 -0.59
O -0.110249 1.109556 -2.127486 -0.1 -0.8 -0.6 -0.45
N 1.389376 1.706359 0.669384 0.3 0.1 0.4 -0.33
C -2.150783 -0.345502 0.125272 1.2 -0.1 -0.3 -1.08
C 0.024009 -1.555605 0.079522 0.0 -0.2 -0.1 -0.20
C 0.055500 1.614225 0.517688 0.5 0.8 -2.7 0.59
C 1.244443 -1.768992 -0.407171 -0.2 0.1 0.1 -0.90
C -0.818878 -0.383573 -0.182061 -2.2 -2.3 -2.7 0.94
C -0.305049 0.631211 -1.073056 0.5 2.4 5.0 0.15
H 1.781503 -2.678325 -0.182177 0.0 0.0 0.0 0.26
H -2.746802 0.537012 -0.035549 -0.1 0.0 -0.3 0.30
H 2.004971 1.108802 0.141798 -0.1 0.3 0.1 0.19
H 1.776682 2.416382 1.278982 0.0 -0.3 0.1 0.25
H 1.742876 -1.060389 -1.055278 0.0 0.1 -0.1 0.27
H -2.649354 -1.254368 0.425951 0.1 0.1 0.8 0.28
H -0.452355 -2.298951 0.707187 0.1 0.0 0.1 0.32
```
Positions in Å, forces in eV/Å.

F_max: 5.57 eV Å⁻¹
Energy relative to the best compared isomer or geometry (same formula, charge and spin): 72.8 kcal per mole
Multiplicity: 1
Frontier orbital gap: 8.079 eV